{
  "formula": "C5H6N2O",
  "method": "wB97M-V/def2-TZVPD",
  "elements": ["C", "C", "C", "C", "C", "H", "H", "H", "H", "H", "H", "N", "N", "O"],
  "xyz": [[-1.9515, -0.6210, 0.4342], [-1.1947, 0.0424, -0.6628], [0.5245, 0.8636, -0.3908], [1.8859, 0.8710, 0.1349], [0.1669, -0.3961, -0.7142], [-0.9276, -1.2895, 1.2269], [-2.5242, -1.3739, -0.1775], [-2.5647, 0.5389, 1.2671], [-1.7301, 0.4334, -1.6857], [2.4428, 1.6211, 0.4741], [2.9752, -0.6624, 0.9005], [2.1962, -0.2687, -0.0740], [1.3528, -1.1626, -0.5035], [-0.6517, 1.4039, -0.2292]],
  "atomic_forces_ev_per_a": [[1.156, 0.753, 3.096], [-2.718, 2.914, -1.717], [3.799, -0.170, 1.607], [-8.220, 7.840, -1.568], [7.093, -0.945, -0.682], [-3.710, 2.195, -2.307], [-0.342, 0.491, 1.728], [1.423, -4.073, -2.657], [0.811, -1.837, 2.445], [2.285, 2.610, 1.502], [-2.538, 0.891, -4.613], [7.729, -11.019, 3.730], [-3.274, -1.732, -0.687], [-3.493, 2.081, 0.124]],
  "nbo_charge": [-0.60, 0.03, 0.21, -0.11, -0.04, 0.23, 0.23, 0.25, 0.24, 0.22, 0.41, -0.24, -0.30, -0.50],
  "lumo_ev": 0.21,
  "max_force_ev_per_a": 13.97,
  "energy_ha": -378.49949,
  "homo_energy_ha": -0.2932,
  "relative_energy_kj_mol": 975.3
}